Formula: C4H5N3O
Source: OMol25
Level of theory: ωB97M-V with the def2-TZVPD basis set

Last column: Löwdin charge in e.
Atoms and positions in Å:
1 C 1.5433 -0.1192 -0.0197  -0.5494
2 C -0.6231 1.1728 0.7513  -0.0158
3 C -0.9469 0.2964 -0.3811  -0.3675
4 C -2.1098 -0.5664 -0.2887  -0.0849
5 H 2.8998 -1.4134 -0.7877  0.2669
6 H 2.1905 -1.9944 0.7529  0.1356
7 H -1.4510 1.1229 1.4924  0.1439
8 H -0.1946 1.9481 0.2289  0.0916
9 H -0.6641 0.5332 -1.3527  0.1302
10 N 2.4169 -1.0096 0.3464  0.1047
11 N 0.1041 -0.0749 0.4576  0.0004
12 N -3.3771 -0.5992 -0.1490  0.1272
13 O 2.0039 0.8610 -0.6611  0.0171

Summary:
- energy above the lowest of the compared OMol25 structures with the same formula, charge and spin (kcal/mol) = 132.2
- LUMO energy (eV) = -0.1
- charge = 0
- HOMO (eV) = -10.0
- 2S+1 = 1
- HOMO-LUMO gap (eV) = 9.9014